Entry 1:
Formula: C26H29BF2N13O5S3Zr
Source: OMol25
Level of theory: ωB97M-V/def2-TZVPD

Structure (XYZ):
```
80
Properties=species:S:1:pos:R:3:mulliken_charge:R:1
Zr -0.25 0.56 0.25 0.4246
O -5.19 0.82 -3.29 -0.5411
C -4.44 1.61 -4.04 0.4913
O -4.56 1.67 -5.24 -0.5851
C -3.38 2.41 -3.37 0.1567
C -2.72 3.43 -4.02 -0.6104
N -1.81 3.92 -3.16 -0.1743
N -1.81 3.29 -1.98 -0.2927
C -2.76 2.37 -2.09 0.2208
C -3.05 1.46 -0.96 0.2777
O -4.10 0.87 -0.87 -0.8254
O -2.06 1.30 -0.11 0.5105
H -4.97 0.90 -2.34 0.4356
H -2.86 3.81 -5.02 0.5543
H -1.20 4.71 -3.30 0.1847
C -0.51 -0.21 -4.62 -1.0232
N 0.73 0.42 -4.17 0.2232
C 1.70 0.84 -5.18 -1.0699
C 0.83 0.78 -2.88 -0.3683
N -0.06 0.50 -1.98 0.8279
N 1.98 1.47 -2.52 0.1277
C 2.20 2.08 -1.32 0.2800
N 3.36 2.76 -1.24 -0.3797
N 1.35 2.04 -0.35 0.0253
H -0.40 -0.49 -5.66 0.2963
H -1.36 0.47 -4.53 0.4392
H -0.71 -1.12 -4.05 0.2473
H 1.50 0.30 -6.10 0.3224
H 2.72 0.57 -4.90 0.4059
H 1.64 1.92 -5.39 0.3418
H -0.83 -0.04 -2.35 -0.1142
H 2.72 1.51 -3.20 0.1580
H 4.04 2.75 -1.99 0.1676
H 3.69 3.07 -0.35 0.2276
H 1.67 2.58 0.45 0.0939
S 2.63 -5.23 -2.27 -0.2998
C 1.50 -4.34 -1.48 0.1687
S 0.37 -3.25 -2.25 -0.1435
C -0.29 -2.81 -0.71 0.3429
N 0.24 -3.45 0.28 -0.5804
N 1.22 -4.31 -0.15 0.5430
C 1.88 -5.12 0.83 -0.1260
C 1.65 -6.49 0.83 -0.1732
C 2.27 -7.28 1.78 -0.6583
C 3.11 -6.69 2.72 -0.4190
C 3.32 -5.32 2.71 -0.8542
C 2.71 -4.52 1.76 0.0551
S -1.56 -1.62 -0.53 -0.3355
H 1.00 -6.92 0.07 0.4511
H 2.11 -8.34 1.79 0.3731
H 3.59 -7.31 3.47 0.3982
H 3.98 -4.87 3.44 0.3980
H 2.89 -3.46 1.72 0.3021
N -0.75 -1.78 2.56 -0.2974
C -1.60 -2.21 3.50 -0.1695
C -2.44 -1.15 3.81 -1.4403
C -2.02 -0.12 2.97 -0.3795
N -0.99 -0.50 2.22 0.9058
H -0.14 -2.37 1.99 0.2420
H -1.55 -3.22 3.86 0.5128
H -3.25 -1.15 4.52 0.4636
H -2.43 0.87 2.87 0.6132
F 1.51 -0.88 0.06 0.3477
B 2.28 -0.79 1.32 -1.9564
F 1.63 0.41 1.79 0.5520
N 0.46 1.99 5.99 -0.2874
C 0.37 3.23 5.46 0.1706
O 0.66 4.24 6.05 -0.5991
C -0.12 3.31 4.03 0.0767
C -0.65 4.51 3.59 -0.3716
C -1.07 4.61 2.27 -1.0026
C -0.93 3.52 1.44 -0.2067
N -0.40 2.36 1.86 1.3534
C 0.00 2.27 3.13 -1.0075
H 0.73 1.93 6.96 0.2405
H -0.01 1.19 5.59 0.1811
H -0.72 5.34 4.28 0.5237
H -1.51 5.52 1.89 0.4812
H -1.24 3.56 0.40 0.4349
H 0.45 1.33 3.42 0.7208
```

Its energy above the lowest of the compared OMol25 structures with the same formula, charge and spin is 1.6389 eV. The LUMO energy comes out at -3.057 eV. As for the spin multiplicity: 1. For the HOMO energy, the calculation gives -9.890 eV. As for the charge: +1. Its HOMO-LUMO gap is 6.8 eV.

=====

Entry 2:
Formula: C11H8BrN3SSe4TeV
Source: OMol25
Level of theory: ωB97M-V/def2-TZVPD

Structure (XYZ):
```
30
Properties=species:S:1:pos:R:3:mulliken_charge:R:1
V -0.12 1.35 0.44 0.3175
S 0.98 0.73 2.51 -0.4823
C 1.84 -0.05 1.25 0.5172
C 3.09 -0.70 1.36 -0.8439
C 3.59 -1.34 0.25 0.0272
C 2.87 -1.34 -0.95 -0.9878
C 1.68 -0.64 -1.00 -0.2114
N 1.20 0.01 0.07 0.0933
H 3.61 -0.68 2.31 0.3922
H 4.56 -1.83 0.30 0.3447
H 3.23 -1.86 -1.82 0.3527
H 1.09 -0.58 -1.90 0.5268
Se 0.19 3.71 0.93 -0.2473
Se 0.43 4.41 3.06 -0.6636
Te -3.77 4.52 1.25 -0.5495
Se -1.95 2.88 0.73 -0.1860
Br -3.72 -3.94 -0.97 -0.2430
C -2.86 -2.33 -0.46 0.2704
C -2.19 -2.24 0.77 -0.6563
C -1.53 -1.07 1.07 -0.3254
N -1.46 0.00 0.23 0.4955
C -2.22 -0.08 -0.90 -0.4659
C -2.90 -1.21 -1.29 -0.6298
H -2.19 -3.07 1.46 0.4101
H -1.01 -0.97 2.01 0.3623
H -2.25 0.82 -1.51 0.4372
H -3.44 -1.22 -2.22 0.3956
Se 2.20 2.56 -3.39 -0.3340
C 0.96 2.21 -2.20 0.1421
N 0.11 1.96 -1.43 -0.2584
```

Its energy above the lowest of the compared OMol25 structures with the same formula, charge and spin is 3.5810 eV. The LUMO energy (alpha / beta) comes out at 3.670 / 3.662 eV. As for the spin multiplicity: 4. For the HOMO energy (alpha / beta), the calculation gives -0.214 / -0.805 eV. As for the charge: -2. Its HOMO-LUMO gap (alpha / beta) is 3.9 / 4.5 eV.

=====

Entry 3:
Formula: C56H84F3O28V
Source: OMol25
Level of theory: ωB97M-V/def2-TZVPD

Structure (XYZ):
```
172
Properties=species:S:1:pos:R:3:mulliken_charge:R:1
V 0.08 -1.44 -1.91 0.3981
C 1.48 -0.96 0.22 0.8880
O 0.00 -0.95 0.10 -0.3788
O 1.84 -1.18 -1.05 -0.7811
C 1.96 0.41 0.83 0.3378
F 1.86 1.44 0.03 -0.3603
F 1.28 0.79 1.94 -0.1187
F 3.20 0.31 1.14 -0.1582
C -0.69 -0.97 1.38 0.1603
C -1.82 -2.00 1.23 -0.6067
H -2.48 -1.87 0.39 -0.2529
H -1.44 -3.01 1.07 0.2502
H -2.39 -2.15 2.12 -0.0079
H -1.00 0.11 1.61 0.1526
H 0.00 -1.30 2.17 0.2583
H 1.72 -1.78 0.95 0.5293
O 0.19 -3.41 -2.90 -0.1199
C -0.29 -4.16 -3.71 0.0856
O -0.31 -5.44 -3.64 -0.3956
C -0.69 -5.99 -4.96 -0.5479
C -1.52 -4.88 -5.65 -0.6916
C -0.87 -3.63 -5.01 0.4547
H -1.23 -6.89 -4.77 0.4040
H 0.17 -6.17 -5.55 0.2795
H -2.55 -5.02 -5.45 0.2849
H -1.28 -4.83 -6.71 0.3437
H -1.68 -2.85 -4.82 -0.2403
H -0.04 -3.12 -5.58 0.2577
O -2.54 3.71 2.19 -0.5737
C -2.58 3.23 3.27 0.3134
O -2.04 1.99 3.60 -0.0347
C -2.24 1.63 4.93 0.0439
C -2.42 2.93 5.65 -0.6037
C -3.12 3.86 4.60 -0.5908
H -1.34 1.08 5.19 0.2082
H -3.13 1.02 5.14 0.0070
H -1.43 3.45 5.83 0.1651
H -2.99 2.89 6.58 0.4278
H -2.77 4.91 4.68 0.3274
H -4.23 3.88 4.66 0.3031
O -6.17 -2.16 -0.42 -0.5988
C -5.47 -3.09 -0.10 0.3150
O -4.74 -3.68 -1.08 -0.2904
C -3.91 -4.73 -0.54 0.0562
C -4.30 -4.98 0.90 -0.8549
C -5.09 -3.66 1.25 0.9449
H -2.87 -4.30 -0.56 -0.0634
H -4.07 -5.65 -1.08 0.3915
H -3.50 -5.18 1.60 0.2858
H -4.93 -5.87 1.03 0.3087
H -4.37 -3.04 1.75 -1.1332
H -5.90 -3.79 1.97 0.6823
O 4.66 -1.67 -2.97 -0.5415
C 5.19 -2.24 -2.08 0.3015
O 6.55 -2.19 -1.76 -0.3430
C 6.80 -2.88 -0.49 -0.4150
C 5.67 -3.95 -0.39 -0.5066
C 4.55 -3.22 -1.18 0.6868
H 6.91 -2.20 0.32 0.1680
H 7.79 -3.27 -0.65 0.3927
H 5.56 -4.16 0.66 0.3292
H 5.90 -4.92 -0.84 0.2503
H 3.72 -2.71 -0.71 -0.6733
H 4.05 -4.00 -1.74 0.2613
O -5.10 1.29 0.18 -0.6764
C -5.52 0.71 1.16 -0.0407
O -4.68 -0.20 1.80 0.3866
C -5.44 -0.66 2.95 -0.2005
C -6.94 -0.59 2.57 -0.5409
C -6.88 0.68 1.83 -0.5536
H -5.24 0.03 3.76 0.2201
H -5.01 -1.62 3.33 0.0632
H -7.61 -0.63 3.42 0.4314
H -7.20 -1.43 1.88 0.1546
H -6.89 1.50 2.55 0.3183
H -7.65 0.73 1.10 0.4199
O 2.73 4.81 -4.26 -0.6231
C 2.17 5.11 -3.23 0.4490
O 1.71 4.18 -2.37 -0.1897
C 0.95 4.85 -1.33 -0.1152
C 0.51 6.18 -1.91 -0.3299
C 1.75 6.46 -2.77 -0.6271
H 1.56 4.92 -0.41 -0.0188
H 0.17 4.12 -1.12 0.2551
H 0.17 6.97 -1.23 0.4084
H -0.33 6.09 -2.62 0.1366
H 2.63 6.77 -2.24 0.2798
H 1.63 7.07 -3.67 0.3579
O -3.64 -3.75 3.88 -0.5500
C -2.75 -3.38 4.58 0.6655
O -2.94 -2.50 5.61 -0.3930
C -1.79 -2.38 6.45 -0.6105
C -0.66 -2.69 5.51 0.0933
C -1.27 -3.80 4.67 -0.3842
H -1.79 -3.04 7.30 0.2563
H -1.81 -1.38 6.94 0.3572
H 0.27 -3.01 6.04 0.3839
H -0.39 -1.80 4.94 -0.1941
H -1.18 -4.86 5.09 0.3826
H -0.79 -3.85 3.68 0.1128
O -3.81 2.97 -4.11 -0.6207
C -4.26 3.66 -3.25 0.3800
O -3.59 4.66 -2.62 -0.3208
C -4.35 5.04 -1.45 -0.1700
C -5.80 4.65 -1.63 -0.5645
C -5.58 3.42 -2.64 0.4352
H -4.16 6.11 -1.18 0.3208
H -3.94 4.44 -0.64 0.0873
H -6.32 5.50 -2.20 0.2514
H -6.27 4.32 -0.73 0.3269
H -6.36 3.32 -3.47 0.3535
H -5.61 2.47 -2.08 -0.4221
O 2.70 -2.17 3.54 -0.5144
C 3.82 -1.76 3.76 0.3047
O 4.86 -1.66 2.91 -0.2085
C 5.91 -0.72 3.42 -0.2171
C 5.71 -0.77 4.93 -0.9526
C 4.34 -1.39 5.12 -0.1804
H 5.82 0.28 3.09 0.2074
H 6.84 -1.18 3.12 0.3423
H 5.87 0.19 5.34 0.3622
H 6.41 -1.46 5.30 0.3966
H 3.57 -0.69 5.54 0.0750
H 4.33 -2.33 5.71 0.4840
O 8.59 0.34 -0.58 -0.6537
C 8.40 0.45 -1.77 0.6616
O 9.04 -0.31 -2.69 -0.3720
C 8.98 0.30 -3.99 -0.5086
C 7.67 1.14 -3.99 -0.3132
C 7.50 1.44 -2.45 -0.3382
H 8.97 -0.45 -4.78 0.3693
H 9.79 0.97 -4.15 0.2874
H 6.76 0.61 -4.35 0.0528
H 7.75 2.05 -4.58 0.3833
H 6.50 1.36 -2.07 0.1087
H 7.82 2.43 -2.19 0.3445
O -2.04 -1.40 -2.37 -0.2771
C -3.17 -1.18 -2.79 -0.4920
O -3.80 -2.11 -3.43 -0.2687
C -5.16 -1.69 -3.64 -0.6155
C -5.39 -0.29 -3.16 -0.4156
C -3.99 0.05 -2.54 1.0237
H -5.77 -2.44 -3.09 0.1870
H -5.48 -1.78 -4.70 0.3714
H -6.20 -0.23 -2.39 0.1709
H -5.65 0.41 -3.93 0.4900
H -3.89 0.21 -1.43 -0.2808
H -3.44 0.87 -2.97 0.2627
O 3.43 1.37 4.69 -0.5297
C 3.07 2.43 4.32 0.4014
O 1.79 2.81 4.28 -0.2297
C 1.69 4.05 3.49 -0.3300
C 3.05 4.26 2.79 -0.4139
C 3.92 3.56 3.79 -0.6890
H 1.51 4.90 4.21 0.3119
H 0.83 3.89 2.84 0.1977
H 3.28 5.30 2.59 0.5358
H 3.18 3.74 1.86 0.0700
H 4.11 4.18 4.62 0.3505
H 4.89 3.17 3.44 0.3086
O 0.57 -0.93 -3.98 -0.0592
C 1.27 -0.10 -4.58 0.0807
O 1.65 -0.32 -5.84 -0.3872
C 2.26 0.92 -6.40 -0.5338
C 2.64 1.72 -5.17 -0.1975
C 1.66 1.28 -4.11 0.0298
H 1.53 1.42 -7.08 0.2664
H 3.15 0.62 -6.91 0.3738
H 2.78 2.76 -5.33 0.4181
H 3.62 1.34 -4.86 -0.0457
H 0.76 1.86 -4.05 0.3154
H 1.99 1.10 -3.08 -0.0355
```

The LUMO energy (alpha / beta) comes out at -1.177 / -1.197 eV. As for the spin multiplicity: 4. For the HOMO energy (alpha / beta), the calculation gives -9.435 / -11.186 eV. As for the charge: +1. Its HOMO-LUMO gap (alpha / beta) is 8.3 / 10.0 eV.

=====

Entry 4:
Formula: C4H14N2S
Source: OMol25
Level of theory: ωB97M-V/def2-TZVPD

Structure (XYZ):
```
21
Properties=species:S:1:pos:R:3:mulliken_charge:R:1
N 0.30 -1.05 1.12 -0.4165
C 1.58 -0.51 0.69 -0.5192
C 1.96 -1.03 -0.69 -0.3727
N 3.34 -0.66 -0.99 -0.6077
H -0.10 -0.57 1.91 0.1549
H 0.33 -2.05 1.30 0.1758
H 2.41 -0.76 1.37 0.3767
H 1.50 0.57 0.65 0.2859
H 1.77 -2.11 -0.72 0.2701
H 1.32 -0.58 -1.45 0.2273
H 3.98 -1.17 -0.40 0.2137
H 3.57 -0.93 -1.94 0.2283
C -1.91 0.76 -0.95 -1.0582
C -2.79 1.54 0.00 -0.3604
S -2.39 1.13 1.73 -0.2374
H -2.04 -0.32 -0.85 0.3418
H -0.85 0.98 -0.80 0.1753
H -2.13 1.05 -1.98 0.3734
H -2.61 2.60 -0.17 0.3083
H -3.84 1.32 -0.16 0.3376
H -3.40 1.79 2.30 0.1029
```

Its energy above the lowest of the compared OMol25 structures with the same formula, charge and spin is 0.1887 eV. The LUMO energy comes out at 0.925 eV. As for the spin multiplicity: 1. Its SMILES is NCCN.CCS. For the HOMO energy, the calculation gives -8.928 eV. Its HOMO-LUMO gap is 9.9 eV.